71
Properties=species:S:1:pos:R:3 method="wB97M-V/def2-TZVPD" multiplicity=2 charge=+1 s2=0.77 e_homo_ev="-11.715 / -11.715" e_above_lowest_kcal_mol=20.8 e_lumo_ev="-4.18 / -3.89"
O -5.39 1.25 -1.30
C -6.48 0.31 -1.63
C -7.59 1.34 -1.61
H -6.62 -0.45 -0.86
H -6.32 -0.17 -2.60
C -6.42 2.31 -1.28
H -8.31 1.20 -0.81
H -8.07 1.54 -2.55
C -6.52 2.96 0.09
H -6.50 2.20 0.88
H -7.44 3.55 0.19
H -5.66 3.64 0.21
C -6.18 3.33 -2.38
H -6.03 2.83 -3.34
H -5.29 3.91 -2.13
H -7.03 4.02 -2.47
V -0.52 0.37 -0.27
C 1.24 0.56 -1.44
C 1.05 -0.86 -1.64
C -0.21 -1.05 -2.25
H 1.80 -1.62 -1.46
C -0.83 0.23 -2.46
C 0.12 1.22 -2.06
H 0.03 2.28 -2.29
H 2.08 1.01 -0.95
H -0.64 -2.01 -2.54
H -1.80 0.42 -2.90
C 0.50 1.28 1.60
C 0.28 2.15 0.47
C -1.14 2.32 0.28
H 1.07 2.70 -0.04
C -1.78 1.57 1.32
C -0.80 0.97 2.14
H -0.99 0.37 3.03
H 1.47 1.22 2.09
H -1.62 2.99 -0.42
H -2.86 1.60 1.50
O -5.21 -1.08 0.73
C -3.96 -0.56 0.17
C -3.69 -1.25 -1.17
H -3.15 -0.77 0.90
H -4.04 0.53 0.06
C -4.24 -2.64 -0.84
H -2.64 -1.26 -1.46
H -4.24 -0.78 -1.98
C -5.37 -2.39 0.16
H -3.45 -3.17 -0.31
H -4.53 -3.22 -1.72
H -5.40 -3.13 0.97
H -6.35 -2.45 -0.34
C 3.96 -1.89 2.28
C 2.58 -2.12 1.70
C 2.69 -3.31 0.77
O 2.20 -0.96 0.97
B 0.78 -0.89 1.01
O 0.26 -1.76 2.00
C 1.38 -2.30 2.72
C 1.06 -3.72 3.12
C 1.62 -1.47 3.98
H 4.66 -1.73 1.45
H 4.27 -2.78 2.84
H 4.00 -1.01 2.94
H 3.41 -3.09 -0.03
H 3.07 -4.17 1.33
H 1.74 -3.60 0.30
H 1.92 -4.15 3.65
H 0.20 -3.75 3.80
H 0.83 -4.36 2.26
H 1.87 -0.42 3.75
H 0.72 -1.49 4.61
H 2.45 -1.91 4.57



54
Properties=species:S:1:pos:R:3 method="wB97M-V/def2-TZVPD" multiplicity=1 charge=+1 e_homo_ev=-11.674 e_lumo_ev=-6.21
Ag 7.46 -13.89 0.63
Ag 5.66 -17.87 -3.70
F 6.29 -17.26 -0.14
C 3.31 -20.85 6.24
O 4.29 -21.75 6.76
P 5.86 -21.48 6.49
O 6.26 -20.05 6.78
O 6.68 -22.51 7.46
C 6.19 -23.85 7.68
O 6.16 -22.07 5.01
C 6.46 -21.20 3.95
H 3.52 -19.79 6.39
H 2.32 -21.02 6.65
H 3.24 -21.06 5.17
H 5.29 -24.06 7.10
H 6.00 -24.07 8.73
H 6.94 -24.56 7.32
H 5.84 -21.38 3.07
H 7.50 -21.35 3.68
H 6.34 -20.16 4.25
C 2.34 -24.05 -1.87
O 3.75 -24.21 -1.77
P 4.70 -23.32 -2.78
O 4.28 -21.89 -2.88
O 4.67 -24.13 -4.18
C 3.83 -23.68 -5.27
O 6.21 -23.54 -2.27
C 7.21 -22.53 -2.49
H 2.01 -23.43 -1.03
H 1.86 -25.03 -1.79
H 1.98 -23.64 -2.81
H 3.23 -24.53 -5.57
H 4.42 -23.24 -6.07
H 3.17 -22.86 -4.98
H 6.84 -21.54 -2.76
H 7.92 -22.86 -3.25
H 7.81 -22.29 -1.61
C 0.11 -19.03 0.91
O -0.91 -19.75 1.69
P -2.45 -19.86 1.12
O -2.61 -20.79 0.00
O -3.23 -20.35 2.46
C -2.92 -21.61 3.04
O -2.84 -18.32 0.91
C -3.17 -17.88 -0.39
H 1.05 -19.57 0.83
H 0.29 -18.05 1.36
H -0.12 -18.89 -0.14
H -2.25 -21.48 3.89
H -2.39 -22.28 2.37
H -3.79 -22.14 3.42
H -3.96 -17.14 -0.34
H -3.54 -18.69 -1.02
H -2.29 -17.50 -0.91



7
Properties=species:S:1:pos:R:3 method="wB97M-V/def2-TZVPD" multiplicity=1 charge=0 e_homo_ev=-11.031 e_above_lowest_kcal_mol=10.1 smiles=FN(Cl)C(F)(Cl)Cl e_lumo_ev=-1.16
C -0.34 -0.26 0.33
N 0.25 0.67 -0.55
F -0.50 0.28 1.60
F 0.68 -0.13 -1.60
Cl 0.28 -1.84 0.40
Cl -2.02 -0.36 -0.41
Cl 1.64 1.65 0.23



Molecular weight for the records above, in order: 466.35, 654.96, 170.37 g mol⁻¹